1.
DFT (ωB97M-V with the def2-TZVPD basis set) results for a 2-piece molecular cluster, C28H61FI2N6O2PS overall in a non-equilibrium geometry.

Each line ends with the Mulliken charge.
Atoms and positions in Å:
I: -2.15329 0.39861 -3.57938  0.07
I: -1.56731 -3.29561 0.11205  0.16
S: -1.35898 2.45511 3.02736  -0.06
P: -1.05010 -7.05194 4.11320  0.84
F: 0.32119 1.33881 1.62380  -0.22
O: -0.05492 3.94092 -1.92658  0.04
O: -1.44048 -5.95094 3.09687  -0.72
N: -0.23410 1.48361 -1.38630  1.09
N: -0.87451 1.99513 1.37486  0.80
N: -1.17207 -5.92070 5.38371  0.22
N: 0.54994 -7.12649 3.37231  0.05
N: -0.60133 -8.31763 5.28156  -0.10
N: -5.38526 3.70573 -1.30032  -0.61
C: 1.82977 -6.77943 3.96664  -0.96
C: 1.38865 2.98562 -4.63139  -0.13
C: -0.82002 5.19679 -1.91584  -0.25
C: 1.25605 1.31201 -1.40381  -0.44
C: 4.97392 7.43358 -5.70809  -1.08
C: -3.34222 1.48016 0.44922  -0.95
C: -2.55455 -5.58494 5.74995  -1.00
C: -0.98778 0.43251 -0.61331  -0.80
C: 4.13249 6.05260 -5.28137  0.43
C: 4.69040 5.15377 -4.22678  -0.48
C: -0.24730 6.35076 -0.89738  -0.87
C: 0.62651 -6.53710 1.99198  -1.06
C: 1.76341 0.86148 -2.89498  -0.73
C: 2.69758 5.83443 -6.06317  -0.66
C: 0.25960 -2.11060 -2.27372  -0.62
C: -5.34515 3.17102 0.13190  -0.60
C: -0.68841 2.89318 -1.10364  -0.71
C: -0.31038 -5.66861 6.51766  -1.00
C: -1.82003 1.03099 0.70552  -0.33
C: 3.61930 2.91503 -3.00191  -0.36
C: -0.44655 3.18493 0.52540  -0.96
C: -3.77065 3.03912 0.67974  0.11
C: -1.92744 -0.55495 -1.58354  -0.90
C: 0.59216 -8.61641 6.05024  -0.92
C: -1.76190 -8.82667 6.03286  -1.12
C: -1.27546 -2.09115 -1.71392  -0.64
C: 2.47296 2.02537 -3.79421  -0.26
C: 4.61384 3.51643 -4.20432  -0.52
H: 0.74757 -5.74610 6.28026  0.23
H: 0.68424 3.44335 0.69646  0.20
H: -1.96661 5.08143 -1.71292  0.20
H: -5.95973 3.81186 0.89495  0.39
H: 3.17042 3.79428 -2.37343  0.15
H: 3.07042 1.45668 -4.65857  0.57
H: 1.52834 -6.87786 1.45941  0.39
H: -3.12996 3.83530 0.11320  -0.10
H: 1.51630 4.06535 -4.13861  -0.36
H: 0.65261 -5.44397 2.03281  0.35
H: 0.88803 -7.84091 6.75537  0.32
H: 0.91643 0.35567 -3.56426  -0.04
H: -1.84632 2.92907 -1.39240  0.16
H: -2.65493 -8.86123 5.38990  0.35
H: 5.28282 5.69605 -3.34619  0.23
H: -3.79675 1.21557 -0.62438  0.30
H: 6.06465 7.33529 -5.28920  0.31
H: 2.30823 -7.60913 4.48252  0.20
H: 0.98261 -1.51955 -1.54822  0.15
H: -4.03671 0.85523 1.19658  0.29
H: -5.20773 2.85863 -1.91472  0.22
H: 0.51746 7.03308 -1.49329  0.30
H: 1.43320 -8.90619 5.43003  0.28
H: 4.26493 3.17592 -5.28298  0.31
H: -3.00123 -0.73769 -1.16147  0.56
H: -0.23630 -0.37311 -0.14781  0.39
H: 1.59711 2.99848 -5.78466  0.24
H: -0.53328 -6.33387 7.35828  0.35
H: -3.11972 -5.23991 4.87443  0.23
H: 2.68377 4.86503 -6.75565  0.17
H: 1.67976 0.48778 -0.65408  0.46
H: -1.60900 -9.84740 6.39295  0.39
H: 5.72083 3.11175 -4.08709  0.33
H: 4.93866 7.62136 -6.88550  0.31
H: -0.21405 -6.87133 1.36073  0.29
H: -5.79126 2.06569 0.14097  0.27
H: -3.83484 3.34841 1.83099  0.29
H: -1.17927 7.01495 -0.57122  0.32
H: -1.97589 -8.20541 6.89670  0.33
H: -1.94574 -2.61903 -2.54863  0.47
H: 0.36969 -1.75759 -3.38420  0.18
H: -1.86068 0.09189 1.44730  0.70
H: -3.08289 -6.45353 6.16052  0.28
H: 0.45673 -9.51618 6.66750  0.37
H: 0.20321 5.86243 0.06607  0.21
H: -2.61510 -4.78623 6.49510  0.37
H: 2.57999 0.00280 -2.75148  0.29
H: 1.77435 -5.90629 4.59255  0.29
H: 0.62447 -3.24320 -2.22162  0.44
H: -6.37019 3.99568 -1.52456  0.27
H: -0.43815 -4.64391 6.88717  0.36
H: 4.42692 8.36564 -5.20211  0.25
H: -0.73022 5.64743 -3.01769  0.34
H: 2.53535 6.74352 -6.81817  0.33
H: 0.32678 2.60082 -4.32561  0.08
H: -1.09131 4.14171 0.81995  0.50
H: 4.31461 2.26734 -2.31898  0.32
H: 2.60106 -6.53357 3.22190  0.40
H: -0.77621 3.74170 3.21135  0.26
H: 1.76115 2.32317 -1.01745  0.15
H: 1.78381 5.87826 -5.32169  0.06

- HOMO energy: -9.18 eV
- Molecular weight: 849.683 g mol⁻¹
- DFT total energy: -82078.013 eV
- Charge: +1
- Lowest unoccupied orbital energy: -3.5 eV
- HOMO-LUMO gap: 5.63 eV



2.
DFT (ωB97M-V with the def2-TZVPD basis set) results for a 2-piece molecular cluster, C28H61N2O2 overall in a non-equilibrium geometry.

Each line ends with the Mulliken charge.
Atoms and positions in Å:
O: 4.56524 6.04703 -5.15565  -0.38
O: 1.49936 1.37640 -1.22627  -0.58
N: 4.57975 4.50348 -2.70947  -0.54
N: 4.54079 -2.04998 2.29248  -0.57
C: -2.26869 -1.90801 -1.02433  0.66
C: -4.07335 0.63415 -1.18662  0.17
C: -0.83886 -3.46459 0.36875  0.39
C: -2.87464 -0.86633 4.29694  -0.82
C: 3.86102 6.50224 -4.00905  -0.74
C: 3.45767 5.39592 -3.01587  0.36
C: -0.82181 -0.18290 2.82694  1.34
C: -2.48957 -1.08731 -2.34211  -0.73
C: 2.83435 1.71355 -0.79530  0.07
C: 4.02926 0.06670 0.93295  -0.93
C: 0.72718 -0.27097 3.04674  -1.05
C: -3.94392 -0.46806 -2.30726  -0.76
C: -4.09051 -0.33789 3.40856  -0.35
C: 3.66319 0.39837 -0.56976  -0.51
C: -4.19490 -1.30503 2.18399  0.40
C: -0.96305 -2.78482 -1.04366  -0.95
C: -1.65051 0.12561 4.14227  -1.32
C: 2.91396 0.52325 1.94410  -1.68
C: 3.74718 5.48869 -6.16751  -0.64
C: 1.41933 -6.19227 2.09585  -1.16
C: -5.37595 -1.03228 1.18771  -0.56
C: -5.57033 0.81888 -0.67077  -0.99
C: 1.45701 -0.01953 1.65087  0.94
C: 2.27283 4.55387 -3.48256  -1.40
C: 0.12421 -4.71290 0.37540  -0.77
C: 0.22076 -5.18161 1.88581  -0.18
C: 4.11638 -1.50612 0.96490  0.15
C: -5.68243 0.48180 0.87399  -0.64
H: -5.75198 1.92307 -0.73101  0.33
H: 2.87430 1.64145 2.02844  0.54
H: 2.99604 7.10954 -4.30607  0.40
H: -4.37669 -2.32969 2.60736  0.41
H: -4.63522 -1.29343 -1.99149  0.30
H: 4.90047 -1.80528 0.21545  0.41
H: 2.78130 5.99622 -6.24019  0.29
H: 5.43417 -2.51349 2.14621  0.29
H: 2.86439 2.43324 0.04948  0.16
H: -2.42197 -1.72572 -3.25783  0.37
H: -1.77459 -0.23865 -2.43766  0.23
H: -5.02084 -0.23408 4.00250  0.38
H: -6.75889 0.64817 1.13526  0.30
H: 1.85031 4.00198 -2.64062  0.28
H: -2.15836 -1.21250 -0.16187  -0.58
H: 3.60265 4.42072 -5.99482  0.24
H: -5.02371 1.21188 1.38487  0.30
H: -3.74550 0.65349 3.02468  0.21
H: 1.42801 -0.91655 0.99144  -0.49
H: 3.15780 -2.00349 0.62033  -0.43
H: 3.87199 -2.75832 2.58963  0.17
H: -6.31477 0.26853 -1.28326  0.36
H: 4.97020 4.18871 -3.59502  0.26
H: -3.14762 -2.58762 -0.89826  0.24
H: 0.85256 0.78438 1.16213  0.34
H: 4.64033 0.53173 -1.10880  0.35
H: 2.55453 3.81281 -4.23098  0.30
H: 4.26984 5.59857 -7.11996  0.25
H: 1.48185 5.18255 -3.90037  0.37
H: 5.33105 5.04874 -2.29424  0.26
H: -6.31961 -1.56270 1.46646  0.53
H: -1.98898 1.19276 4.12280  0.39
H: 1.90783 -5.98326 3.07647  0.33
H: 0.35370 -4.29242 2.53698  0.11
H: -3.19477 -0.86677 5.36117  0.47
H: 4.55184 7.17812 -3.49513  0.36
H: -1.06100 0.60172 2.06631  0.25
H: -1.19017 -1.15614 2.42408  -0.93
H: -0.08277 -2.12567 -1.23277  0.14
H: 3.29927 2.24167 -1.66770  -0.03
H: 3.15571 5.89152 -2.08748  0.34
H: -5.06898 -1.49713 0.21271  0.04
H: -0.98379 -3.53606 -1.86460  0.49
H: -0.51168 -2.70267 1.11782  -0.73
H: -2.49868 -1.85151 3.94221  0.35
H: 1.04017 0.59140 3.68760  0.55
H: -1.86095 -3.81992 0.66502  0.37
H: 1.12696 -4.39494 0.00634  0.42
H: -0.97467 0.05418 5.03247  0.43
H: -0.29830 -5.56714 -0.19990  0.26
H: 1.32437 0.45243 -1.04134  0.18
H: 3.21729 0.16807 2.96377  0.66
H: -3.22304 -1.39134 1.64196  -0.85
H: -0.72496 -5.69146 2.17518  0.30
H: 1.07122 -1.23588 3.47687  0.12
H: -3.45824 0.40869 -0.28860  -0.35
H: 1.08722 -7.25306 2.03020  0.31
H: -3.72593 1.59931 -1.62545  0.52
H: 3.18173 -0.51205 -1.05916  0.19
H: 2.18284 -5.99490 1.30467  0.32
H: -4.25619 -0.04122 -3.28630  0.38

- HOMO energy: -1.18 eV
- Molecular weight: 457.808 g mol⁻¹
- DFT total energy: -37096.683 eV
- Charge: -1
- Lowest unoccupied orbital energy: 2.6 eV
- HOMO-LUMO gap: 3.80 eV
- Energy relative to the best compared isomer or geometry (same formula, charge and spin): 47.7 kcal per mole